C32H31BrN3OP2Pt | ωB97M-V with the def2-TZVPD basis set

Geometry as XYZ:
```
71
Properties=species:S:1:pos:R:3:forces:R:3:mulliken_charge:R:1
Pt -0.13995 -0.32539 0.60960 0.32 0.37 -0.18 2.424
Br 2.80931 3.24946 6.44237 0.01 -0.04 -0.01 -0.110
C 1.65875 2.53597 5.15598 -0.08 0.15 0.06 0.150
C 0.52582 3.26975 4.78661 0.12 -0.02 0.10 -0.648
C -0.29356 2.72048 3.83589 -0.06 -0.09 -0.09 -0.212
C -0.00610 1.47565 3.19110 -0.10 -0.06 0.05 0.424
O -0.79434 1.09269 2.27284 -0.04 0.23 -0.12 -0.830
C 1.16627 0.69698 3.63193 -0.02 -0.11 -0.12 0.488
C 1.51639 -0.61555 3.19602 -0.10 -0.06 0.02 -0.457
N 1.01383 -1.27744 2.13874 -0.08 0.35 -0.25 -0.028
C 1.39634 -2.56083 1.85447 -0.01 -0.04 0.13 0.593
C 1.96708 -3.43378 2.76753 0.05 -0.04 0.08 -0.745
C 2.35324 -4.72990 2.39353 0.02 -0.02 0.03 -0.926
C 2.19981 -5.17826 1.11139 0.00 -0.04 -0.02 -0.909
C 1.61789 -4.32706 0.14378 -0.05 0.13 0.04 0.704
C 1.43997 -4.70693 -1.20063 -0.01 -0.07 -0.03 -0.720
C 0.87534 -3.83584 -2.09004 0.01 -0.03 -0.11 -1.359
C 0.47212 -2.57501 -1.63546 -0.01 -0.05 -0.03 0.128
N 0.61795 -2.18884 -0.38808 -0.06 -0.03 0.04 0.138
C 1.19109 -3.02971 0.51577 0.09 -0.09 -0.05 0.128
C 1.96114 1.28254 4.60858 0.03 -0.02 -0.04 -1.088
H 0.31092 4.22420 5.24299 0.02 -0.01 0.01 0.447
H -1.19542 3.22787 3.51393 0.03 -0.04 -0.02 0.495
H 2.30872 -1.09486 3.76166 0.01 0.02 0.00 0.243
H 2.08178 -3.12182 3.79652 0.01 -0.07 -0.01 0.442
H 2.77343 -5.39163 3.14039 0.01 0.06 0.01 0.393
H 2.50632 -6.17592 0.82446 -0.01 0.02 0.00 0.401
H 1.75866 -5.69430 -1.51570 -0.02 0.04 0.01 0.431
H 0.73722 -4.10378 -3.12884 -0.01 0.03 0.02 0.471
H 0.02705 -1.85764 -2.31081 0.01 -0.03 -0.04 0.358
H 2.83355 0.74902 4.96344 0.00 0.05 0.03 0.491
C 2.86006 1.62793 0.27567 -0.02 -0.08 -0.04 -1.646
P 1.17878 1.36930 -0.35170 -0.09 -0.20 0.18 1.723
C 0.50777 3.05770 -0.32670 0.00 -0.05 0.07 -1.089
C 1.33463 0.92510 -2.10874 -0.03 -0.02 -0.07 0.742
C 2.60632 0.78883 -2.66425 -0.02 0.05 0.04 -0.960
C 2.78660 0.43584 -3.99278 0.05 -0.01 -0.03 -0.797
C 1.68777 0.21332 -4.80271 -0.05 0.00 -0.02 -1.027
C 0.41592 0.30914 -4.26073 -0.02 0.01 0.14 -1.028
C 0.21544 0.64130 -2.91728 0.03 -0.09 -0.11 -0.154
P -1.52899 0.70577 -2.41708 0.04 -0.14 -0.08 1.167
C -2.13772 2.15179 -3.31161 -0.04 0.03 0.09 -1.444
C -2.42578 -0.67780 -3.15451 0.05 0.01 -0.03 -1.429
H 3.39823 2.38042 -0.30160 0.03 0.01 0.02 0.528
H 3.41953 0.69315 0.29678 -0.01 0.00 0.00 0.440
H 2.75306 1.97836 1.30399 0.01 -0.01 0.01 0.369
H 1.16535 3.72999 -0.87917 -0.02 0.02 0.00 0.458
H 0.44737 3.37870 0.71513 0.00 0.01 -0.02 0.398
H -0.49680 3.07620 -0.74100 -0.01 -0.02 0.01 0.205
H 3.47858 0.96365 -2.04907 -0.01 0.01 -0.05 0.419
H 3.78801 0.34574 -4.39433 -0.03 0.00 0.02 0.433
H 1.81281 -0.03774 -5.84815 0.00 -0.02 0.04 0.441
H -0.43726 0.11031 -4.89811 0.06 0.03 -0.02 0.380
H -2.01115 1.97665 -4.38066 0.04 0.01 -0.01 0.445
H -1.55860 3.02950 -3.02621 -0.03 0.03 0.00 0.326
H -3.19264 2.32131 -3.10978 -0.04 -0.02 0.00 0.547
H -2.14961 -0.89351 -4.18481 -0.04 0.02 0.01 0.489
H -3.48740 -0.42658 -3.11857 -0.01 -0.03 0.02 0.433
H -2.25790 -1.55487 -2.53106 -0.02 -0.05 -0.03 0.370
N -1.65502 0.67419 -0.83132 -0.05 -0.14 0.56 -0.521
C -2.93986 0.71477 -0.19856 -0.14 0.21 -0.09 0.044
C -3.32443 -0.30273 0.67414 -0.03 -0.03 -0.18 -0.125
C -4.54371 -0.26578 1.32939 -0.05 0.05 -0.01 -0.773
C -5.42203 0.78834 1.12051 -0.04 -0.03 0.03 -0.612
C -5.05353 1.81181 0.26386 0.07 0.03 -0.05 -0.865
C -3.82313 1.78188 -0.38166 0.10 0.01 0.08 -0.268
H -2.66644 -1.14715 0.82495 0.15 -0.13 0.05 0.364
H -4.81132 -1.06596 2.00721 0.02 -0.02 -0.02 0.434
H -6.37944 0.81372 1.62538 0.05 0.00 -0.01 0.400
H -5.71676 2.65367 0.10697 0.03 -0.02 -0.01 0.406
H -3.52735 2.62364 -0.99179 0.01 0.04 -0.03 0.460
```
Positions in Å, forces in eV/Å.

Orbital gap (alpha / beta) ... 5.30 / 5.42 eV
Charge ... +1
HOMO (alpha / beta) ... -0.2841 / -0.3761 hartree
LUMO energy (alpha / beta) ... -0.0892 / -0.1767 Eh
Multiplicity ... 5
ΔE to the lowest compared entry with this formula, charge and spin ... 3.0 kcal/mol



C32H31CoN4PS3 | ωB97M-V with the def2-TZVPD basis set

Geometry as XYZ:
```
72
Properties=species:S:1:pos:R:3:forces:R:3:mulliken_charge:R:1
Co -0.35354 -0.36712 0.11565 -1.12 0.40 0.01 -0.428
C 7.05138 1.54024 1.17109 -0.02 0.03 -0.03 -0.450
C 6.15308 1.61454 2.22521 0.06 0.01 0.03 -0.645
C 4.84860 1.17709 2.05480 -0.08 0.03 0.00 -0.304
C 4.44463 0.66481 0.82451 -0.24 -0.04 0.37 -0.151
C 5.35052 0.58540 -0.23351 -0.02 0.01 -0.04 0.021
C 6.64906 1.03123 -0.05749 0.00 -0.01 -0.01 -0.783
P 2.72487 0.12085 0.57858 0.56 0.13 -1.17 0.307
C 2.92926 -1.21589 -0.64431 -0.23 -0.04 0.29 0.444
C 2.47095 -1.15143 -1.96188 0.10 0.00 0.13 -0.010
C 2.60972 -2.25348 -2.79268 -0.08 0.04 -0.06 -0.711
C 3.21082 -3.41375 -2.33064 -0.04 -0.01 0.06 -0.512
C 3.71973 -3.46172 -1.03843 0.02 -0.03 0.04 -0.725
C 3.57242 -2.37336 -0.19607 -0.07 0.03 0.03 -0.583
C 1.85188 1.44619 -0.29162 -0.20 0.03 0.42 1.872
C 2.45434 2.69450 -0.46644 0.13 -0.16 -0.07 -0.634
C 1.80463 3.65903 -1.21326 -0.04 0.07 0.03 -0.643
C 0.56601 3.37604 -1.77707 0.02 -0.05 -0.03 -0.877
C -0.03856 2.14166 -1.57013 0.07 0.07 0.05 0.103
C 0.55209 1.16512 -0.76626 0.21 -0.23 0.13 -0.779
H 8.06794 1.88634 1.30078 0.01 -0.02 0.02 0.408
H 6.47279 2.00555 3.18154 -0.02 0.01 0.00 0.418
H 4.14373 1.23899 2.87492 0.01 -0.03 0.02 0.401
H 5.03392 0.19433 -1.19152 0.05 -0.03 0.00 0.457
H 7.34893 0.97632 -0.88047 0.00 0.01 0.00 0.417
H 2.02890 -0.24541 -2.34611 -0.12 0.06 0.02 0.540
H 2.23369 -2.20369 -3.80614 0.04 0.00 -0.01 0.451
H 3.27676 -4.28044 -2.97425 0.07 0.01 -0.02 0.432
H 4.22577 -4.35003 -0.68493 -0.03 -0.02 0.01 0.456
H 3.96079 -2.41432 0.81545 -0.02 -0.05 0.02 0.405
H 3.43034 2.89086 -0.04245 0.02 0.05 -0.04 0.423
H 2.26874 4.62519 -1.35695 -0.03 0.02 -0.02 0.419
H 0.04923 4.12793 -2.35944 0.07 0.01 -0.07 0.424
H -0.99282 1.96042 -2.04970 -0.05 0.01 0.09 0.491
C -3.05417 1.01108 0.01800 -0.31 0.27 -0.07 -0.239
C -4.60958 0.93549 -0.02320 0.21 -0.11 0.07 -0.882
N -5.03101 -0.43678 0.19823 -0.53 0.02 0.03 -0.106
C -4.56605 -0.90060 1.49591 0.20 0.08 -0.11 -0.837
C -3.01147 -0.83213 1.55112 -0.32 -0.14 0.21 -0.369
N -2.49923 -0.34274 0.25054 0.60 -0.13 -0.24 0.712
C -2.96283 -1.24712 -0.83411 -0.45 -0.10 -0.17 -0.240
C -4.51599 -1.28984 -0.85631 0.21 0.09 0.04 -0.919
H -2.71565 1.66624 0.82167 0.12 -0.04 -0.02 0.495
H -2.66342 1.39585 -0.92180 0.08 -0.05 0.03 -0.160
H -4.99215 1.26269 -0.99030 0.02 0.03 0.02 0.381
H -5.05280 1.56684 0.74720 0.02 0.02 -0.02 0.270
H -4.91752 -1.92159 1.64659 0.00 0.02 0.03 0.384
H -5.00875 -0.26906 2.26639 0.00 -0.05 0.02 0.265
H -2.58640 -1.81513 1.75818 0.10 0.03 -0.05 -0.074
H -2.67649 -0.14544 2.32852 0.11 -0.04 -0.03 0.505
H -2.56649 -2.24338 -0.65353 0.09 0.03 0.02 0.133
H -2.55878 -0.88097 -1.78192 0.06 -0.01 0.04 0.475
H -4.87601 -2.30557 -0.69210 0.00 0.00 -0.04 0.364
H -4.90434 -0.94121 -1.81348 -0.02 -0.03 0.01 0.266
S -0.83608 -5.62375 -1.18598 0.01 0.14 0.05 -0.228
C -0.48797 -4.61600 0.05515 -0.38 -0.16 -0.49 0.110
S -0.00791 -2.92532 -0.20020 0.48 -0.63 0.75 0.124
C 0.04734 -2.70418 1.56283 0.10 -0.60 -0.89 0.518
N -0.23270 -3.76953 2.21127 0.15 0.31 0.56 -0.875
N -0.50673 -4.82683 1.40369 0.13 0.10 -0.48 0.679
C -0.88520 -6.04543 2.05982 -0.18 -0.17 0.29 0.667
C -0.53984 -7.29450 1.56332 0.14 0.05 -0.05 -0.553
C -0.90520 -8.42926 2.27147 -0.05 0.03 0.09 -0.680
C -1.61009 -8.32376 3.45997 0.01 -0.05 0.00 -0.455
C -1.96247 -7.07221 3.94206 0.00 0.05 0.02 -0.656
C -1.59882 -5.93138 3.24935 0.00 0.05 -0.14 -0.267
S 0.41261 -1.14320 2.17033 0.36 0.62 0.30 -0.376
H 0.01580 -7.40156 0.64696 0.03 0.09 -0.04 0.364
H -0.62851 -9.40238 1.89005 0.02 0.00 -0.01 0.378
H -1.87340 -9.21314 4.01603 -0.05 -0.01 -0.03 0.388
H -2.52248 -6.97471 4.86205 0.02 -0.03 0.02 0.372
H -1.85369 -4.95050 3.62335 -0.01 -0.01 0.04 0.411
```
Positions in Å, forces in eV/Å.

Orbital gap (alpha / beta) ... 7.98 / 4.92 eV
Charge ... +1
HOMO (alpha / beta) ... -0.3851 / -0.3842 hartree
LUMO energy (alpha / beta) ... -0.0918 / -0.2032 Eh
Multiplicity ... 5
ΔE to the lowest compared entry with this formula, charge and spin ... 13.5 kcal/mol



C32H31F2GaN3P | ωB97M-V with the def2-TZVPD basis set

Geometry as XYZ:
```
70
Properties=species:S:1:pos:R:3:forces:R:3:mulliken_charge:R:1
Ga -0.00698 0.72839 0.17145 0.76 -0.04 -0.02 -0.826
F 4.92636 -0.60021 0.48987 0.05 -0.25 0.32 -0.316
C 4.12697 0.46064 0.54418 -1.00 -0.96 -0.97 -0.275
C 2.75241 0.27275 0.37525 0.28 -1.28 -0.08 -0.205
C 1.84837 1.30700 0.24203 0.12 0.40 0.49 0.059
C 2.32180 2.63706 0.32354 1.35 0.84 0.77 1.176
C 3.73359 2.77426 0.49685 -0.82 -1.26 -0.21 0.353
F 4.30597 3.96046 0.60891 -0.16 0.69 -0.04 -0.340
C 4.64133 1.69460 0.55170 -0.27 2.40 0.12 -0.662
C 1.48209 3.90192 0.29978 -0.57 -0.37 -1.25 0.405
C 1.87390 4.98174 -0.50397 0.06 0.41 -0.28 -0.675
C 1.02281 6.09033 -0.61504 1.06 0.65 -0.79 -0.296
C -0.21403 6.12488 0.01393 0.35 1.00 0.48 -0.821
C -0.53161 5.00695 0.76513 0.13 -0.48 -0.51 -0.361
N 0.24693 3.90496 0.85337 0.15 0.06 0.33 -0.366
H 2.44712 -0.77498 0.26193 0.06 0.47 0.16 0.430
H 5.68819 1.94386 0.56849 0.23 -0.21 0.16 0.566
H 2.80728 4.97244 -1.10319 -0.67 -0.07 0.76 0.390
H 1.38878 6.96058 -1.21917 -0.55 -0.92 0.59 0.379
H -0.81572 7.07267 0.01923 0.43 -1.34 -0.10 0.391
H -1.49974 4.96123 1.24453 -0.01 -0.08 0.28 0.568
N -0.97882 1.77726 -1.16368 -2.34 -2.25 -1.59 0.132
C -2.53976 1.70908 -0.96840 1.03 -1.04 -0.10 -0.491
C -2.95851 2.18204 0.39877 0.41 1.05 0.55 -0.335
C -2.53068 1.30942 1.54663 -0.10 -0.46 0.26 -0.416
N -1.05417 1.35318 1.71530 -0.44 -2.00 1.42 -0.027
H -0.70317 2.71650 -1.15712 0.64 1.89 0.09 0.407
H -0.71153 1.38738 -2.10934 -0.63 0.70 1.15 0.436
H -2.83646 0.66001 -1.15349 0.22 0.49 0.14 0.080
H -3.02397 2.31641 -1.69330 -0.13 0.53 -0.86 0.642
H -4.04391 2.33345 0.47634 0.27 -0.14 -0.40 0.566
H -2.49879 3.18576 0.56415 -0.48 -0.49 -0.11 -0.212
H -2.83141 0.26878 1.42282 0.07 -0.12 -0.36 0.131
H -3.02406 1.59821 2.46593 0.04 0.41 0.24 0.589
H -0.81844 0.78895 2.57609 -0.03 0.97 -1.04 0.444
H -0.73173 2.30498 1.80868 0.46 0.87 0.31 0.405
C 2.57342 -3.68452 -3.07023 1.07 -1.50 -0.70 -0.648
C 2.51067 -2.32080 -3.07750 1.48 2.37 -1.78 -0.498
C 1.70768 -1.56997 -2.26861 -1.94 0.18 1.35 -0.438
C 0.85483 -2.25855 -1.35030 0.78 0.54 -0.64 0.941
C 0.88312 -3.62422 -1.36542 0.07 -2.53 -0.01 -0.847
C 1.73039 -4.34838 -2.21646 -0.33 -0.44 0.36 -0.659
P -0.32557 -1.60922 -0.18475 -0.06 0.46 0.27 0.977
C -1.93082 -2.14205 -0.76821 -0.32 -0.72 0.67 1.291
C -2.70464 -3.13547 -0.14511 0.73 -0.56 0.73 -0.491
C -3.86726 -3.61968 -0.72095 0.18 1.09 -0.46 -0.709
C -4.21747 -3.02390 -1.94695 -1.53 -0.92 0.30 -0.492
C -3.46520 -2.06023 -2.60340 -0.95 -0.76 0.42 -0.732
C -2.32493 -1.64402 -1.98830 1.76 1.41 -1.51 -0.726
C 0.00040 -2.25647 1.46240 1.52 -0.61 0.26 0.343
C -0.89713 -2.05269 2.51307 -0.50 0.45 0.76 -0.554
C -0.55512 -2.38523 3.80427 1.77 -1.33 0.58 -0.943
C 0.73511 -2.91345 4.10110 -1.95 0.74 0.83 -0.535
C 1.65263 -2.97874 3.12524 0.36 -0.99 -2.18 -0.969
C 1.28095 -2.78944 1.76612 -0.40 0.95 0.75 -0.496
H 3.31346 -4.23323 -3.73586 -1.21 0.79 0.92 0.370
H 3.13374 -1.75112 -3.80468 -0.43 -0.59 0.62 0.389
H 1.60648 -0.47772 -2.35490 0.48 -0.54 0.00 0.349
H 0.26891 -4.27793 -0.71655 0.14 0.82 -0.21 0.306
H 1.70812 -5.43669 -2.19556 0.00 0.26 0.08 0.449
H -2.35425 -3.64028 0.76472 -0.06 0.54 -0.22 0.374
H -4.47169 -4.35602 -0.16636 0.29 0.38 -0.75 0.448
H -5.16408 -3.32348 -2.39686 0.24 -0.03 -0.02 0.395
H -3.82452 -1.68103 -3.54635 0.21 0.09 -0.13 0.497
H -1.62489 -0.98421 -2.58150 -0.77 -0.48 0.82 0.339
H -1.89015 -1.62928 2.40127 -0.02 -0.09 -0.48 0.501
H -1.20130 -2.39810 4.64880 -0.97 0.46 0.15 0.486
H 1.01440 -3.30113 5.08743 -0.41 0.52 -0.23 0.418
H 2.58974 -3.38575 3.43776 0.77 -0.07 -0.53 0.467
H 1.99456 -2.97995 0.97445 0.01 0.02 0.07 0.470
```
Positions in Å, forces in eV/Å.

Orbital gap ... 8.54 eV
Charge ... +2
HOMO ... -0.5096 hartree
LUMO energy ... -0.1958 Eh



What did we get for E_tot? Answer: -4853.308912, -4375.414127, -3867.656700 Ha, in the order shown.